This record from the OMol25 dataset describes 2 unconnected molecules or ions with the total composition C20H18ClO6 in a non-equilibrium geometry. The level of theory is ωB97M-V with the def2-TZVPD basis set.

Its charge is -1. The multiplicity is 1. The energy comes out at -1684.5690 Ha. The calculation puts the HOMO energy at -3.459 eV. The calculation puts the gap between HOMO and LUMO at 6.120 eV.

Each line ends with the Mulliken charge.
Positions of all 45 atoms, in Å:
H 1.759619 4.139520 0.433932  0.327
H 1.423491 2.818272 -3.679062  0.387
C 2.009364 -2.541302 4.158692  -1.722
C 1.249305 2.618785 -2.620509  -0.775
H 0.949727 -0.028741 4.383509  0.364
C -3.337276 -3.688067 -2.235578  -0.635
H 3.526693 5.237724 -0.498621  0.326
C 2.064218 -0.497315 1.121211  0.410
H -0.097959 -0.039103 2.931989  0.273
H 1.992144 6.150723 -0.719541  0.316
O -0.687117 -2.727662 0.412246  -0.494
H 1.246257 -3.086573 4.721350  0.389
H 3.361612 6.407701 -1.853558  0.238
C 0.478762 1.203146 -0.782864  0.304
C -3.699503 -0.910120 -1.844018  -0.412
C 0.689947 -0.793447 0.661890  0.565
H -0.387285 -1.195007 4.272217  0.358
C 0.129370 -2.108265 1.053276  -0.107
C 1.459681 3.401666 -0.310975  -0.407
H 2.569885 -1.893797 4.838989  0.390
H -1.044756 -0.458034 -0.441831  -0.221
C 1.336445 -1.686359 3.084404  1.545
C 0.635474 1.459969 -2.168119  -0.246
H -1.233456 -3.275185 -1.993181  0.322
C -2.402083 -1.485009 -1.865012  -0.025
H -3.778929 0.164339 -1.714683  0.379
O 2.384528 -1.050030 2.335508  -0.373
C 1.703539 3.597832 -1.694959  0.914
C 2.838635 5.675498 -1.236950  -0.807
H 0.753751 2.032962 1.172402  0.302
C 0.885994 2.211604 0.104623  -0.515
C -4.620580 -3.098369 -2.240821  0.409
C -0.035866 -0.037675 -0.204434  0.039
C 0.383842 -0.668834 3.692382  -1.373
C -2.237103 -2.880114 -2.030392  -0.065
O 0.626348 -2.619288 2.215901  -0.413
O 2.884071 0.136313 0.494980  -0.628
O -1.332694 -0.732171 -1.739833  -0.602
Cl -5.992762 -4.116849 -2.415417  -0.289
O 2.377262 4.674919 -2.180459  -0.467
H -5.817933 -1.293551 -2.011584  0.339
H 0.306474 0.709486 -2.885901  0.442
C -4.808272 -1.714548 -2.028891  -0.492
H -3.206367 -4.761334 -2.381094  0.332
H 2.693505 -3.253710 3.688785  0.398

Force components x, y, z for each atom (eV/Å):
H -0.1 -0.2 -0.3
H -0.1 -0.2 0.3
C -0.1 0.2 -0.4
C 0.5 1.0 0.8
H -0.1 -0.1 -0.2
C -0.5 0.5 0.1
H -0.2 0.1 -0.2
C 0.0 0.1 -1.1
H 0.2 -0.3 0.2
H 0.2 -0.1 -0.1
O 0.7 0.2 0.9
H 0.1 0.1 -0.1
H -0.1 -0.1 0.2
C 0.3 1.1 -0.3
C 0.3 -0.5 -0.1
C 0.4 -0.3 -0.2
H 0.2 0.1 -0.2
C -0.7 0.5 -0.3
C 0.3 0.2 -1.1
H -0.1 -0.1 -0.1
H 0.5 1.0 0.7
C -0.1 -0.6 -0.7
C -0.1 -0.4 0.5
H 0.0 0.0 0.0
C 1.2 0.6 -0.2
H 0.0 -0.1 0.0
O 0.0 0.0 0.4
C -0.6 -1.0 0.9
C -0.4 -0.8 -0.6
H 0.0 0.1 -0.2
C -0.3 -0.4 -0.1
C 0.9 0.8 0.3
C 1.2 0.0 2.5
C -0.1 0.2 0.2
C -0.8 0.0 -0.2
O 0.5 0.2 0.9
O -0.2 -0.5 1.0
O -2.4 -1.2 -3.2
Cl -0.9 -0.6 -0.2
O 0.3 0.9 0.3
H 0.3 -0.2 0.0
H 0.0 0.1 0.3
C 0.0 -1.0 -0.1
H -0.2 0.3 0.0
H -0.1 0.1 0.1



This record from the OMol25 dataset describes a molecular structure, C6H12O. The level of theory is ωB97M-V with the def2-TZVPD basis set.

The multiplicity is 1. The energy comes out at -310.8629 Ha. The calculation puts the HOMO energy at -7.108 eV. The calculation puts the gap between HOMO and LUMO at 7.948 eV.

Each line ends with the Mulliken charge.
Positions of all 19 atoms, in Å:
H -1.180549 1.429526 1.076631  0.364
H -1.316413 -0.265442 1.139592  0.389
H -0.116441 0.503767 2.175024  0.276
H 0.098754 -2.131129 1.485360  0.319
H -0.559871 1.484887 -1.706558  0.259
H -1.395127 -1.670312 -0.552163  0.330
C 0.019442 2.077528 -0.995836  -1.108
C 0.643455 1.256410 0.118882  -0.206
O 1.413280 0.180209 -0.488825  -0.393
C 0.907172 -1.595901 0.980666  -1.511
C -0.553406 0.548017 1.184432  -0.996
H -1.007536 -0.337733 -1.664222  0.287
H 1.522756 -2.310552 0.422037  0.398
H -0.020349 -1.802784 -1.672735  0.380
C 0.406628 -0.590675 -0.030857  1.460
H -0.624752 2.852006 -0.582360  0.361
C -0.579762 -1.117038 -1.033007  -1.315
H 1.542111 -1.095728 1.717284  0.403
H 0.800608 2.584942 -1.573346  0.304

Force components x, y, z for each atom (eV/Å):
H -0.1 0.2 0.2
H 0.2 0.2 -0.2
H 0.0 0.2 0.0
H 0.1 0.1 -0.1
H -0.1 0.1 -0.2
H 0.2 0.1 0.0
C -0.3 -0.3 0.1
C -0.1 0.1 -0.1
O 0.3 0.0 0.1
C 0.0 0.0 0.0
C -0.2 0.3 0.2
H 0.1 -0.1 0.1
H -0.1 0.0 0.1
H -0.1 0.0 -0.1
C 0.2 -0.5 -0.3
H -0.1 0.0 0.1
C 0.0 0.0 -0.1
H -0.1 -0.1 -0.1
H 0.1 -0.3 0.3



The highest gap between HOMO and LUMO belongs to which entry?
C6H12O



Number 1 is which compound?
C20H18ClO6



Among the records above, which one has the lowest energy?
C20H18ClO6



Number 2 is which compound?
C6H12O